# 1
Below is a cluster of 2 separate species, C6H16 in total, with properties calculated with the ωB97M-V functional and the def2-TZVPD basis.

Last column: natural (NBO) charge in e.
Geometry (Å):
C  0.16  1.17  -1.64  -0.40
C  1.38  1.89  -2.33  -0.60
C  -0.47  2.07  -0.59  -0.61
H  0.59  0.27  -1.21  0.20
H  -0.54  1.01  -2.45  0.20
H  1.30  2.96  -2.14  0.20
H  2.34  1.60  -1.97  0.20
H  0.22  2.73  -0.08  0.20
H  -1.09  1.54  0.14  0.21
H  1.36  1.65  -3.39  0.20
H  -1.19  2.72  -1.11  0.20
C  -0.06  -1.28  1.43  -0.40
C  0.18  -2.60  0.71  -0.61
C  -1.20  -1.33  2.43  -0.61
H  0.85  -0.88  1.91  0.19
H  -0.18  -0.50  0.67  0.20
H  0.15  -3.46  1.38  0.20
H  -0.90  -1.99  3.26  0.20
H  1.16  -2.65  0.23  0.21
H  -0.57  -2.71  -0.07  0.20
H  -1.44  -0.33  2.79  0.21
H  -2.05  -1.89  2.03  0.20

Its energy relative to the best compared isomer or geometry (same formula, charge and spin) is 12.78 kcal per mole. As for the HOMO-LUMO gap: 12.18 eV. The maximum force is 1.939 eV Å⁻¹. The value obtained for the total energy is -238.17616 hartree. Its net charge is 0. Its SMILES is CCC.CCC.

=====

# 2
Below is a cluster of 2 separate species, C6H16 in total, with properties calculated with the ωB97M-V functional and the def2-TZVPD basis.

Last column: natural (NBO) charge in e.
Geometry (Å):
C  -0.23  0.54  3.50  -0.61
C  -1.23  -0.38  2.79  -0.61
H  0.42  0.99  2.73  0.20
H  -0.73  1.41  3.93  0.20
H  0.36  -0.06  4.18  0.21
H  -1.84  -0.75  3.62  0.20
H  -0.69  -1.22  2.34  0.20
H  -1.81  0.01  1.96  0.20
C  -0.03  -0.15  -1.84  -0.23
C  0.41  -1.00  -0.62  -0.61
C  -0.08  1.30  -1.37  -0.61
C  1.10  -0.30  -2.84  -0.62
H  -0.98  -0.55  -2.19  0.20
H  1.42  -0.69  -0.35  0.20
H  0.93  1.62  -1.11  0.20
H  -0.29  1.93  -2.25  0.21
H  -0.85  1.36  -0.60  0.21
H  1.29  -1.31  -3.25  0.21
H  0.94  0.05  -3.88  0.21
H  2.02  0.12  -2.44  0.20
H  0.34  -2.07  -0.81  0.21
H  -0.18  -0.95  0.29  0.20

Its energy relative to the best compared isomer or geometry (same formula, charge and spin) is 18.55 kcal per mole. As for the HOMO-LUMO gap: 12.02 eV. The maximum force is 2.384 eV Å⁻¹. The value obtained for the total energy is -238.16697 hartree. Its net charge is 0. Its SMILES is CC(C)C.CC.

=====

# 3
Below is a cluster of 2 separate species, C6H16ClNO2 in total, with properties calculated with the ωB97M-V functional and the def2-TZVPD basis.

Last column: natural (NBO) charge in e.
Geometry (Å):
C  -2.90  -0.27  0.82  -0.62
C  -2.69  1.17  1.28  -0.44
C  -1.28  1.53  1.72  -0.10
Cl  -0.01  0.83  0.76  0.09
N  -1.03  1.17  3.16  -0.22
O  -1.00  -0.19  3.42  -0.49
H  -2.60  -1.01  1.56  0.21
H  -3.96  -0.39  0.61  0.23
H  -2.39  -0.42  -0.12  0.25
H  -3.39  1.46  2.07  0.21
H  -2.90  1.81  0.43  0.25
H  -1.17  2.61  1.68  0.24
H  -1.81  1.54  3.72  0.43
H  -0.18  1.64  3.49  0.42
H  -0.21  -0.55  2.97  0.51
C  3.06  -2.13  -2.68  -0.63
C  2.38  -0.82  -3.14  0.13
C  2.07  0.02  -1.88  -0.65
O  1.24  -1.07  -3.81  -0.94
H  2.38  -2.70  -2.04  0.18
H  3.32  -2.74  -3.54  0.20
H  3.98  -1.94  -2.11  0.16
H  3.17  -0.24  -3.69  0.07
H  1.37  -0.52  -1.24  0.16
H  1.61  0.98  -2.16  0.19
H  2.98  0.25  -1.29  0.16

Its energy relative to the best compared isomer or geometry (same formula, charge and spin) is 121.81 kcal per mole. As for the HOMO-LUMO gap: 2.64 eV. The maximum force is 1.196 eV Å⁻¹. The value obtained for the total energy is -903.37588 hartree. Its net charge is 0.

=====

# 4
Below is a cluster of 2 separate species, C6H16N in total, with properties calculated with the ωB97M-V functional and the def2-TZVPD basis.

Last column: natural (NBO) charge in e.
Geometry (Å):
C  1.18  -1.39  -1.28  -0.62
C  0.13  -0.33  -1.05  -0.19
C  -0.48  -0.24  0.32  0.43
C  -1.10  1.02  0.75  -0.38
C  -2.30  0.97  1.70  -0.61
C  0.12  1.87  1.27  -0.58
N  -0.94  -0.44  -2.06  -0.66
H  0.73  -2.38  -1.19  0.22
H  1.96  -1.30  -0.53  0.23
H  1.58  -1.34  -2.29  0.26
H  0.60  0.65  -1.18  0.22
H  4.92  -2.85  -0.91  -0.01
H  -0.84  -1.19  0.74  0.22
H  -1.47  1.53  -0.15  0.27
H  -3.01  0.24  1.34  0.23
H  -1.94  0.79  2.71  0.23
H  -2.80  1.93  1.74  0.25
H  0.46  2.60  0.54  0.25
H  0.96  1.18  1.47  0.22
H  -0.11  2.36  2.21  0.26
H  -1.45  -1.30  -1.87  0.37
H  5.38  -2.68  -0.37  0.01
H  -1.61  0.32  -1.91  0.37

Its energy relative to the best compared isomer or geometry (same formula, charge and spin) is 86.94 kcal per mole. As for the HOMO-LUMO gap: 8.36 eV. The maximum force is 3.420 eV Å⁻¹. The value obtained for the total energy is -292.58569 hartree. Its net charge is +1.